No. 1
{"formula": "C6H12O", "method": "wB97M-V/def2-TZVPD", "homo_ev": -8.0, "orbital_gap_ev": 8.22, "e_above_lowest_kcal_mol": 112.76, "lumo_ha": 0.007, "symbols": ["C", "C", "C", "C", "C", "C", "H", "H", "H", "H", "H", "H", "H", "H", "H", "H", "H", "H", "O"], "xyz": [[0.6066, -0.7834, 1.2433], [0.7469, -0.5361, -0.1927], [1.8516, 0.0633, -0.7421], [-0.3404, -0.5277, -2.4832], [-0.5365, -0.7216, -1.1026], [-1.5024, -1.8024, -0.5101], [1.0201, 0.0741, 1.8361], [-0.4982, -0.6735, 1.5144], [1.3699, -1.6234, 1.6722], [1.5390, 0.7143, -1.5851], [2.6232, 0.5843, -0.0681], [-0.8110, -1.3569, -3.0743], [0.0025, 0.4465, -2.8081], [-0.9251, -2.7451, -0.7731], [-1.5530, -1.7462, 0.5561], [-2.4137, -1.8493, -1.0123], [-0.3258, 3.7154, 1.9250], [-0.5060, 4.8798, 2.6777], [-0.3477, 3.8880, 2.9270]]}

No. 2
{"formula": "C5H6AgF6N5O4S3", "method": "wB97M-V/def2-TZVPD", "homo_ev": -9.3, "orbital_gap_ev": 9.24, "lumo_ha": -0.003, "symbols": ["Ag", "C", "C", "N", "N", "C", "S", "N", "N", "H", "H", "H", "H", "H", "H", "F", "C", "F", "F", "S", "O", "O", "N", "S", "O", "O", "C", "F", "F", "F"], "xyz": [[-0.1111, 1.3252, -1.7042], [-2.5550, -1.5774, 2.3683], [-2.8346, -0.2737, 1.7260], [-3.6650, 0.6254, 2.1231], [-3.5370, 1.6408, 1.2221], [-2.6349, 1.4043, 0.2611], [-2.2305, 2.4128, -1.0138], [-2.1731, 0.1580, 0.5838], [-1.2243, -0.5227, -0.1532], [-3.1945, -1.6921, 3.2383], [-1.5114, -1.6192, 2.6864], [-2.7323, -2.3995, 1.6744], [-4.0784, 2.4820, 1.3100], [-1.6404, -1.2816, -0.6785], [-0.4794, -0.8661, 0.4392], [0.9597, -2.5696, -2.6895], [1.8694, -1.9005, -1.9647], [2.9936, -2.5854, -1.9693], [1.3933, -1.8372, -0.7051], [2.0691, -0.1652, -2.6852], [0.8385, -0.0036, -3.4254], [3.3020, -0.1548, -3.3900], [1.9875, 0.7891, -1.4287], [3.2317, 0.9782, -0.4399], [3.9914, 2.1514, -0.6982], [3.8860, -0.2635, -0.1793], [2.2229, 1.3690, 1.0890], [1.4878, 0.2911, 1.4422], [2.9872, 1.6982, 2.1147], [1.3817, 2.3866, 0.8464]]}

No. 3
{"formula": "C2H3Br2I", "method": "wB97M-V/def2-TZVPD", "homo_ev": [-7.2, -10.0], "orbital_gap_ev": [7.32, 7.90], "lumo_ha": [0.003, -0.078], "spin_multiplicity": 3, "symbols": ["C", "C", "Br", "Br", "I", "H", "H", "H"], "xyz": [[0.3052, -0.1784, -1.2799], [-0.3076, 0.1972, 1.0117], [2.2102, -0.1429, -1.2470], [-0.0001, -1.3007, 2.1552], [-2.2380, 1.0682, 0.9915], [-0.1743, 0.6335, -1.5707], [-0.1865, -1.2456, -1.2349], [0.3911, 0.9687, 1.1741]]}

No. 4
{"formula": "C14H18F6N2O9P2", "method": "wB97M-V/def2-TZVPD", "homo_ev": -9.5, "orbital_gap_ev": 9.40, "lumo_ha": -0.005, "symbols": ["O", "C", "O", "N", "P", "P", "O", "O", "O", "C", "C", "C", "C", "C", "N", "H", "H", "H", "H", "H", "H", "H", "H", "C", "C", "O", "C", "O", "C", "F", "F", "F", "H", "H", "H", "H", "H", "C", "C", "O", "C", "O", "C", "F", "F", "F", "H", "H", "H", "H", "H"], "xyz": [[-3.5531, 3.6011, -0.0838], [-3.6548, 2.9467, -1.0757], [-4.1185, 3.5878, -2.2232], [-3.2364, 1.5502, -1.0276], [-1.8376, 1.2445, -2.0537], [-1.1822, -0.7642, -1.4328], [-0.8335, -0.6079, 0.0070], [-2.3945, -1.8950, -1.5220], [0.0703, -1.3329, -2.3611], [-4.3738, 0.6409, -1.3465], [-4.8562, 0.6397, -2.7292], [-5.9557, -0.2869, -3.0484], [-6.4530, -1.1374, -1.9508], [-5.8340, -0.9541, -0.6443], [-4.8179, -0.1112, -0.3175], [-4.9929, 3.2433, -2.4889], [-2.2049, 1.1936, -3.4340], [-2.8306, -1.8779, -2.3972], [0.6618, -0.5624, -2.4894], [-4.4378, 1.2795, -3.5385], [-6.3935, -0.3823, -4.0650], [-7.2749, -1.8685, -2.1052], [-6.2321, -1.5939, 0.1859], [3.9110, 1.3419, 1.2279], [4.3513, 2.5258, 0.3896], [4.1907, 2.2539, -1.0145], [2.9463, 2.3509, -1.4890], [1.9881, 2.6443, -0.8330], [2.9328, 2.0738, -2.9969], [3.6291, 0.9680, -3.3186], [3.4798, 3.0868, -3.6909], [1.6925, 1.8980, -3.4854], [4.4431, 0.4381, 0.9231], [4.1028, 1.5273, 2.2855], [2.8455, 1.1420, 1.1019], [5.4133, 2.7130, 0.5498], [3.8177, 3.4376, 0.6650], [1.3643, -3.2925, 2.2824], [1.5818, -1.9352, 2.9184], [2.2655, -2.0593, 4.1800], [3.5827, -2.2637, 4.1141], [4.2139, -2.3457, 3.0982], [4.1817, -2.3358, 5.5200], [3.4776, -3.1447, 6.3323], [4.2086, -1.1237, 6.1068], [5.4400, -2.7933, 5.5152], [0.8374, -3.9570, 2.9705], [0.7832, -3.1966, 1.3645], [2.3136, -3.7733, 2.0402], [0.6176, -1.4735, 3.1303], [2.1238, -1.2594, 2.2544]]}

No. 5
{"formula": "C25H31AuN5S3", "method": "wB97M-V/def2-TZVPD", "homo_ev": -10.0, "orbital_gap_ev": 5.89, "charge": 1, "e_above_lowest_kcal_mol": 0.00, "lumo_ha": -0.152, "symbols": ["Au", "C", "S", "C", "S", "N", "N", "C", "C", "C", "C", "C", "C", "N", "H", "H", "H", "H", "H", "H", "H", "H", "C", "C", "C", "C", "C", "C", "C", "C", "N", "C", "C", "C", "C", "H", "H", "H", "H", "H", "H", "H", "H", "H", "H", "H", "H", "H", "H", "H", "H", "H", "H", "S", "C", "N", "C", "C", "C", "C", "H", "H", "H", "H", "H"], "xyz": [[0.2564, -1.2583, 1.1701], [5.2361, 0.0414, 1.3968], [4.8999, -1.7270, 1.5436], [3.1788, -1.8155, 1.3697], [2.2875, -0.3431, 1.0420], [2.6714, -3.0032, 1.4638], [1.3064, -3.0035, 1.3132], [0.6674, -4.0874, 1.5253], [-0.7728, -4.0697, 1.3166], [-1.4909, -5.2485, 1.3261], [-2.8292, -5.2236, 0.9590], [-3.3724, -4.0218, 0.5602], [-2.5948, -2.8718, 0.5973], [-1.3286, -2.8657, 1.0113], [6.3132, 0.1288, 1.5243], [4.7385, 0.6040, 2.1825], [4.9670, 0.4211, 0.4138], [1.2087, -4.9852, 1.7987], [-0.9938, -6.1709, 1.5932], [-3.4179, -6.1305, 0.9577], [-4.3950, -3.9475, 0.2188], [-3.0211, -1.9409, 0.2663], [1.4357, 2.1122, -2.7734], [1.1801, 2.3716, -1.3123], [1.6973, 3.4939, -0.6846], [1.4754, 3.7105, 0.6728], [2.0520, 4.9159, 1.3695], [0.7457, 2.7809, 1.4034], [0.2003, 1.6473, 0.7948], [0.4175, 1.4721, -0.5695], [-0.4059, 0.6070, 1.5677], [-1.6619, 0.7902, 2.3421], [-2.8824, 0.5098, 1.4670], [-1.6339, -0.1648, 3.5367], [-1.8273, 2.2159, 2.8736], [2.1053, 2.8592, -3.1976], [0.5050, 2.1334, -3.3440], [1.8904, 1.1290, -2.9212], [2.2895, 4.2029, -1.2526], [2.6720, 5.5042, 0.6941], [2.6653, 4.6215, 2.2227], [1.2588, 5.5632, 1.7471], [0.6742, 2.9151, 2.4715], [-0.0316, 0.6171, -1.0636], [-2.7801, -0.4746, 1.0343], [-2.9484, 1.2324, 0.6520], [-3.8091, 0.5352, 2.0442], [-1.6567, -1.2126, 3.2143], [-2.5034, -0.0095, 4.1770], [-0.7295, -0.0055, 4.1255], [-1.7453, 2.9627, 2.0864], [-1.1207, 2.4506, 3.6686], [-2.8304, 2.2826, 3.2970], [-1.6682, -1.3189, -2.0070], [-1.1509, -0.6565, -3.4630], [-0.0076, -1.1083, -4.0518], [0.4859, -0.6707, -5.2397], [-0.1655, 0.2943, -5.9324], [-1.3531, 0.8205, -5.3747], [-1.8278, 0.3675, -4.1791], [0.4753, -1.8407, -3.5502], [1.4012, -1.1365, -5.5739], [0.2221, 0.6424, -6.8772], [-1.8912, 1.5961, -5.9047], [-2.7327, 0.7599, -3.7402]]}

No. 6
{"formula": "C9H15FGdN2O3", "method": "wB97M-V/def2-TZVPD", "homo_ev": [-20.2, -19.8], "orbital_gap_ev": [7.92, 5.71], "charge": 3, "lumo_ha": [-0.451, -0.519], "spin_multiplicity": 8, "symbols": ["C", "C", "N", "C", "C", "C", "O", "C", "F", "O", "C", "C", "O", "C", "N", "H", "H", "H", "H", "H", "H", "H", "H", "H", "H", "H", "H", "H", "H", "H", "Gd"], "xyz": [[3.3575, -0.4913, 0.0572], [2.1353, -0.8785, -0.6673], [2.1299, -0.8302, -1.9708], [0.9242, -1.3535, 0.0470], [-0.3318, -0.4881, -0.2603], [-1.4592, -0.7589, 0.7127], [-2.6419, -0.1432, 0.2336], [-3.4879, -1.0054, -0.4403], [-2.9093, -1.3567, -1.6389], [-0.0796, 0.9062, -0.5229], [-0.1211, 1.8084, 0.4990], [0.5783, 1.5458, 1.8104], [-1.5970, 2.2329, 0.8287], [-2.2472, 2.5820, -0.1039], [-3.0144, 2.8220, -1.0058], [3.3607, 0.5941, 0.1691], [4.2450, -0.7440, -0.5132], [3.4255, -0.9436, 1.0385], [3.0423, -0.4903, -2.3278], [0.7499, -2.3930, -0.2190], [1.1312, -1.3293, 1.1100], [-0.6952, -0.8865, -1.1988], [-1.6060, -1.8379, 0.7129], [-1.2630, -0.4785, 1.7416], [-4.3972, -0.4704, -0.6673], [-3.7047, -1.9160, 0.1101], [0.3176, 2.7097, 0.0938], [-0.0609, 1.1111, 2.5657], [1.4886, 0.9832, 1.6865], [0.8629, 2.5122, 2.2102], [1.8672, -1.0125, -4.0907]]}

These records have E values of -8459.464 -73731.540 -150303.186 -71101.099 -70069.593 -42216.195 eV, in the order they appear.